2 unconnected molecules or ions with the total composition C7H12N2O at a distorted geometry. Source: OMol25; level of theory: the ωB97M-V functional and the def2-TZVPD basis.

```
22
Properties=species:S:1:pos:R:3
C -3.09736 -0.62798 -1.15222
C -3.24448 0.37540 -0.10533
C -4.08240 1.41747 -0.12226
C 2.17945 0.76228 1.04284
C 1.81094 -1.54897 0.41748
C 0.86011 0.40759 -0.98207
C 1.58720 -0.14010 -0.01494
N -1.80419 -1.27305 0.33800
N -2.21114 -1.49588 -0.82701
O -2.32915 -0.00056 0.86098
H -3.62412 -0.64123 -2.06795
H -4.38421 2.04185 0.67598
H -4.46510 1.73055 -1.07331
H 2.65664 1.75915 0.76602
H 1.51840 1.19276 1.81153
H 2.92399 0.27099 1.54517
H 1.67593 -2.34974 -0.44539
H 1.19207 -1.63142 1.20920
H 2.77732 -1.56702 0.77751
H -0.95285 -1.67075 0.73160
H 0.59082 1.38474 -1.12927
H 0.37142 -0.25660 -1.73672
```

## Properties
Highest occupied orbital energy ... -7.653 eV
2S+1 ... 1
Energy ... -458.48126 hartree
Energy above the lowest of the compared OMol25 structures with the same formula, charge and spin ... 545.1 kJ/mol

Partial charges, Mulliken, in e: atom 1 (C): -0.29, atom 2 (C): 0.73, atom 3 (C): -1.03, atom 4 (C): -1.45, atom 5 (C): -1.50, atom 6 (C): -0.93, atom 7 (C): 1.07, atom 8 (N): 0.18, atom 9 (N): -0.55, atom 10 (O): -0.31, atom 11 (H): 0.43, atom 12 (H): 0.31, atom 13 (H): 0.22, atom 14 (H): 0.34, atom 15 (H): 0.29, atom 16 (H): 0.39, atom 17 (H): 0.27, atom 18 (H): 0.40, atom 19 (H): 0.52, atom 20 (H): 0.29, atom 21 (H): 0.37, atom 22 (H): 0.24

---

2 unconnected molecules or ions with the total composition C7H12N2O2S at a distorted geometry. Source: OMol25; level of theory: the ωB97M-V functional and the def2-TZVPD basis.

```
24
Properties=species:S:1:pos:R:3
C 2.20501 -1.34348 1.24931
C 0.62336 0.34549 0.85009
C -2.29916 0.05546 -3.00367
C 1.82070 -1.25301 2.71008
C 1.58395 0.16872 3.10819
C 1.71519 -0.73363 -1.05157
C -4.23089 1.60479 -3.16881
N 0.67019 0.72227 2.09457
N 1.52409 -0.55045 0.44216
O -1.52370 -0.77838 -3.07552
O -3.00020 0.98200 -2.84871
S -0.55071 0.91329 -0.18876
H 2.88036 -2.15819 0.87084
H 0.78858 -1.87906 2.77243
H 2.53439 -1.67997 3.34774
H 1.20547 0.28265 4.17895
H 2.49458 0.77588 3.14101
H 1.11949 -1.56884 -1.41982
H 2.69882 -0.95514 -1.23877
H 1.40784 0.16265 -1.56980
H -4.24221 1.88301 -4.25976
H -4.32396 2.50481 -2.51655
H -5.17620 1.06485 -2.89539
H 0.07500 1.43427 2.47177
```

## Properties
Highest occupied orbital energy ... -15.666 eV
Net charge ... +2
2S+1 ... 1
Energy ... -931.39176 hartree
Energy above the lowest of the compared OMol25 structures with the same formula, charge and spin ... 41.7 kJ/mol

Partial charges, Mulliken, in e: atom 1 (C): 0.18, atom 2 (C): 0.31, atom 3 (C): 0.77, atom 4 (C): -0.71, atom 5 (C): -0.54, atom 6 (C): -1.09, atom 7 (C): -0.48, atom 8 (N): -0.12, atom 9 (N): 0.12, atom 10 (O): -0.14, atom 11 (O): -0.08, atom 12 (S): -0.43, atom 13 (H): 0.44, atom 14 (H): 0.30, atom 15 (H): 0.41, atom 16 (H): 0.39, atom 17 (H): 0.30, atom 18 (H): 0.36, atom 19 (H): 0.43, atom 20 (H): 0.40, atom 21 (H): 0.32, atom 22 (H): 0.26, atom 23 (H): 0.34, atom 24 (H): 0.24

---

A single C7H12N2O5 molecule at a distorted geometry. Source: OMol25; level of theory: the ωB97M-V functional and the def2-TZVPD basis.

```
26
Properties=species:S:1:pos:R:3
C 1.25556 0.90752 -0.78255
C 0.41030 0.89243 0.53494
C 2.64266 0.49400 -0.36850
C 2.59965 -0.92396 0.15946
C -1.72574 0.00299 -0.44664
C -3.08157 -0.21611 0.28751
C -1.30164 -1.24933 -1.21940
H 0.31671 2.58227 -1.06308
H 1.61461 2.79349 -0.14121
H 1.04228 0.17170 -1.58109
H 3.50233 0.47419 -1.14789
H 3.06041 1.15416 0.44733
H 2.07608 -2.70144 -0.39776
H -1.00912 0.09513 1.48894
H -1.80515 0.79539 -1.13829
H -0.32928 -1.20785 -1.70199
H -2.04663 -1.59888 -1.95980
H -1.13308 -2.12051 -0.62067
H -3.90380 -0.06991 -1.36916
N 1.28124 2.36975 -1.06659
N -0.75771 0.25433 0.52870
O 0.87187 1.32588 1.60878
O 3.16648 -1.42656 1.16179
O 2.18504 -1.72388 -0.74490
O -3.23992 -0.52235 1.41682
O -4.21415 0.07422 -0.44738
```

## Properties
Highest occupied orbital energy ... -9.923 eV
2S+1 ... 1
Energy ... -759.62733 hartree
Energy above the lowest of the compared OMol25 structures with the same formula, charge and spin ... 223.8 kJ/mol

Partial charges, Mulliken, in e: atom 1 (C): 0.25, atom 2 (C): 0.03, atom 3 (C): -0.68, atom 4 (C): 0.54, atom 5 (C): 0.25, atom 6 (C): 0.38, atom 7 (C): -1.14, atom 8 (H): 0.32, atom 9 (H): 0.37, atom 10 (H): 0.39, atom 11 (H): 0.37, atom 12 (H): 0.27, atom 13 (H): 0.37, atom 14 (H): 0.27, atom 15 (H): 0.30, atom 16 (H): 0.29, atom 17 (H): 0.31, atom 18 (H): 0.34, atom 19 (H): 0.37, atom 20 (N): -0.84, atom 21 (N): -0.06, atom 22 (O): -0.66, atom 23 (O): -0.66, atom 24 (O): -0.41, atom 25 (O): -0.49, atom 26 (O): -0.46